# C5H14N2

An isolated molecule of C5H14N2 (ωB97M-V/def2-TZVPD, the Open Molecules 2025 dataset).

CARTESIAN COORDINATES (ANGSTROEM)
C: 2.232 0.465 0.925
C: 0.765 0.795 0.648
C: 0.667 2.160 0.014
N: 0.227 -0.303 -0.176
C: -1.213 -0.234 -0.553
C: -1.612 -1.644 -1.038
N: -1.555 -2.622 0.035
H: 2.633 1.328 1.470
H: 2.765 0.450 -0.033
H: 2.565 -0.393 1.503
H: 0.191 0.730 1.580
H: -0.325 2.617 -0.004
H: 1.126 2.155 -0.976
H: 1.183 2.958 0.570
H: 0.738 -0.242 -1.053
H: -1.471 0.637 -1.154
H: -1.693 -0.176 0.432
H: -2.614 -1.464 -1.452
H: -1.002 -1.998 -1.868
H: -2.469 -2.988 0.258
H: -1.139 -2.231 0.871

LUMO (eV): 1.1
Energy (eV): -8391.6292
Kohn-Sham gap (Ha): 0.3636
SMILES: CC(C)NCCN
Energy relative to the best compared isomer or geometry (same formula, charge and spin) (eV): 0.990
HOMO energy (eV): -8.793

Electronic structure analysis, natural (NBO) charges in units of e: atom 1 (C): -0.604, atom 2 (C): -0.059, atom 3 (C): -0.640, atom 4 (N): -0.623, atom 5 (C): -0.236, atom 6 (C): -0.218, atom 7 (N): -0.842, atom 8 (H): 0.202, atom 9 (H): 0.196, atom 10 (H): 0.224, atom 11 (H): 0.186, atom 12 (H): 0.216, atom 13 (H): 0.204, atom 14 (H): 0.216, atom 15 (H): 0.336, atom 16 (H): 0.182, atom 17 (H): 0.180, atom 18 (H): 0.181, atom 19 (H): 0.178, atom 20 (H): 0.357, atom 21 (H): 0.365